(1)
A 3-piece molecular cluster, C31H66N3O6S2 overall. Source: the OMol25 dataset; level of theory: ωB97M-V/def2-TZVPD.

Calculated values
net charge	+1
2S+1	1
total energy	-71634.3945	eV
orbital gap	8.8	eV
highest occupied orbital energy	-11.059	eV

Last column: Mulliken charge in e.
Cartesian coordinates (Å):
C  1.84833  -3.76742  -1.76114  -1.258
C  2.06800  -2.29247  -2.10760  -0.507
N  1.86988  -1.33126  -1.02056  0.061
C  0.55770  -1.23122  -0.39336  -0.797
C  0.48984  -2.02387  0.92550  -1.676
O  -0.34709  -1.69650  -1.34003  0.098
C  -1.77223  -1.54498  -1.22030  1.343
C  -2.31989  -2.88270  -0.64444  -1.842
C  -2.47169  -3.22977  0.84424  -0.643
C  -3.77758  -3.97029  1.13713  -0.888
N  -3.94775  -4.19263  2.56950  -0.603
C  -2.16340  -1.50409  -2.72700  -1.977
C  -3.53574  -1.04017  -3.23260  1.675
C  -4.68132  -2.00268  -2.92954  -1.613
C  -3.41537  -0.86513  -4.75000  -1.748
C  -2.20898  -0.16637  -0.56003  -1.480
C  -3.57615  -0.26503  0.19747  1.806
C  -4.70932  0.60091  -0.41233  -1.683
C  -3.55636  -0.06329  1.72418  -0.496
C  -4.81827  -0.61500  2.39663  -1.622
N  -1.08946  0.50736  0.29880  -0.446
S  -1.42924  2.29431  0.69691  1.726
C  -1.34129  2.33031  2.46967  -1.008
O  -0.33873  3.02755  0.16770  -0.524
O  -2.74935  2.52097  0.22992  -0.655
C  0.35778  0.30705  -0.22344  2.010
S  0.58924  0.96366  -1.92901  -0.356
C  1.34583  0.84380  0.84123  -1.379
C  2.42743  1.83729  0.43787  -0.767
C  3.22655  2.21315  1.66839  -1.022
O  2.38842  2.95161  2.54553  -0.004
C  2.90167  3.05336  3.86467  -0.973
H  0.82263  -4.09398  -1.92898  0.236
H  2.11259  -3.95208  -0.71768  0.213
H  2.51914  -4.38474  -2.35711  0.478
H  1.47320  -2.00160  -2.96987  0.255
H  3.11037  -2.17092  -2.40191  0.556
H  2.58245  -1.49544  -0.31887  0.469
H  0.26915  -3.05807  0.68558  0.470
H  -0.28423  -1.69661  1.62391  0.074
H  1.43794  -1.99434  1.45727  0.629
H  -3.27461  -3.08073  -1.12884  0.702
H  -1.63206  -3.59940  -1.09522  0.586
H  -2.39281  -2.37370  1.51182  -0.211
H  -1.67732  -3.91284  1.14509  0.717
H  -3.72995  -4.93994  0.63681  0.567
H  -4.62555  -3.44211  0.68129  0.239
H  -4.64011  -3.57446  2.97155  0.210
H  -4.24431  -5.13882  2.76859  0.262
H  -2.01384  -2.52193  -3.10067  0.766
H  -1.39239  -0.89086  -3.19583  0.398
H  -3.76694  -0.05006  -2.84000  -0.146
H  -4.44590  -2.99111  -3.33412  0.335
H  -5.59777  -1.66640  -3.41368  0.445
H  -4.89009  -2.12907  -1.86834  0.203
H  -4.39107  -0.66762  -5.19375  0.453
H  -2.75478  -0.03459  -4.99998  0.379
H  -3.02113  -1.77319  -5.21248  0.366
H  -2.31333  0.53886  -1.37777  0.996
H  -3.88886  -1.29738  0.06832  -0.686
H  -4.34946  1.29044  -1.16857  0.466
H  -5.17771  1.21784  0.35296  0.457
H  -5.48626  -0.02525  -0.84594  0.264
H  -2.68171  -0.52737  2.19595  0.190
H  -3.51912  1.00176  1.94803  0.481
H  -5.60845  0.13354  2.42310  0.412
H  -4.61466  -0.90428  3.42645  0.391
H  -5.21820  -1.47323  1.85544  0.269
H  -1.10444  0.02772  1.20188  0.438
H  -2.26788  2.78941  2.80737  0.595
H  -1.23927  1.34066  2.90617  0.328
H  -0.46614  2.93768  2.70322  0.229
H  -0.32865  1.93080  -1.86849  0.151
H  0.80465  1.31416  1.66105  0.179
H  1.84093  -0.00953  1.29991  0.773
H  3.09155  1.40159  -0.30918  0.296
H  1.97278  2.73776  0.03128  0.390
H  3.59220  1.31101  2.17924  0.600
H  4.10260  2.80977  1.39135  0.466
H  3.99327  3.08591  3.86606  0.376
H  2.52850  3.97975  4.29864  0.233
H  2.57735  2.20355  4.47502  0.307
C  7.55491  -2.28956  -1.42928  -0.613
C  7.41201  -3.68476  -2.03578  -0.565
C  6.15398  -4.19215  -1.34477  -0.426
O  5.33753  -3.03801  -1.10981  -0.302
C  6.10047  -1.84946  -1.33689  -0.362
H  8.15893  -1.61199  -2.03012  0.339
H  7.99796  -2.35239  -0.43367  0.269
H  7.25348  -3.61460  -3.11350  0.267
H  8.27256  -4.32718  -1.85862  0.358
H  6.38913  -4.66320  -0.38542  0.266
H  5.58721  -4.90150  -1.94862  0.250
H  5.76943  -1.38145  -2.27077  0.298
H  5.91443  -1.15329  -0.51661  0.263
C  0.24914  7.55536  1.35576  -0.668
C  0.53471  6.05805  1.24595  0.140
C  2.04915  6.04652  1.07925  -0.018
O  2.53446  7.17656  1.80393  -0.450
C  1.45120  8.03609  2.15898  -0.542
H  -0.69807  7.78991  1.83965  0.365
H  0.24753  8.00939  0.36326  0.306
H  0.25586  5.55087  2.17605  -0.046
H  0.01886  5.57301  0.42036  0.150
H  2.32884  6.14949  0.02437  0.280
H  2.51455  5.14791  1.48320  -0.163
H  1.26441  7.95399  3.23544  0.260
H  1.73357  9.06527  1.93761  0.343

Atomic forces in eV per Å
0.11 0.09 0.09
0.24 -0.23 -0.20
-0.01 -0.09 0.13
0.09 -0.01 0.07
-0.04 0.14 -0.03
-0.14 -0.03 -0.01
0.13 -0.02 0.08
-0.07 0.00 -0.04
0.17 -0.07 0.03
0.01 -0.08 -0.06
-0.07 -0.02 0.03
0.00 -0.01 0.07
0.09 -0.05 -0.07
0.06 -0.05 -0.07
-0.05 -0.05 0.01
0.04 0.18 0.13
-0.17 0.06 0.05
0.11 -0.03 0.10
0.05 0.07 0.02
-0.05 0.04 -0.05
0.11 -0.67 -0.39
-0.05 0.21 0.01
0.06 0.08 0.09
0.04 0.03 -0.10
-0.12 -0.06 -0.02
-0.05 0.12 -0.09
-0.07 -0.09 0.13
-0.09 0.04 0.12
-0.06 -0.02 0.05
0.07 -0.04 0.11
-0.10 -0.10 -0.01
0.03 0.03 -0.05
-0.02 0.03 0.04
0.01 -0.03 0.00
-0.09 -0.07 -0.10
-0.12 0.06 0.04
0.02 0.07 0.06
-0.05 0.01 -0.03
0.08 -0.08 -0.07
-0.06 0.04 0.02
0.00 -0.01 0.02
-0.05 0.08 0.00
-0.07 -0.08 -0.06
-0.09 0.05 -0.03
0.09 0.12 0.11
-0.04 0.02 -0.08
0.00 0.05 0.05
0.06 0.02 -0.01
0.01 0.07 -0.01
0.11 0.00 0.01
-0.04 0.09 0.00
-0.10 0.05 0.20
-0.02 -0.01 0.00
-0.04 0.04 0.03
-0.04 0.09 0.07
-0.01 0.04 -0.01
0.05 -0.04 -0.03
0.01 0.01 -0.01
0.00 0.04 -0.09
0.08 -0.10 -0.07
0.01 -0.03 -0.12
-0.01 0.00 0.03
0.00 0.01 -0.07
-0.03 -0.09 -0.03
0.10 0.02 -0.01
-0.02 0.01 -0.04
-0.02 -0.04 0.00
0.08 -0.10 0.07
0.02 0.05 0.04
0.03 0.05 0.03
-0.05 -0.03 -0.04
-0.02 -0.01 0.01
0.00 0.18 0.07
-0.05 -0.05 0.07
0.03 -0.07 -0.01
-0.04 0.03 -0.05
0.10 -0.01 -0.15
0.01 -0.01 -0.01
-0.03 0.05 0.03
0.02 0.06 -0.01
-0.03 -0.03 0.01
0.03 0.00 -0.01
0.00 -0.01 0.00
-0.01 0.01 0.00
0.01 -0.01 -0.01
-0.14 0.07 0.03
0.03 -0.01 0.00
0.00 -0.01 -0.01
-0.01 0.00 0.00
0.00 0.00 0.00
0.01 0.01 0.01
0.01 0.00 0.00
-0.01 0.00 0.00
0.00 0.00 0.00
0.00 0.00 0.00
0.01 -0.01 0.00
-0.01 0.02 0.04
0.00 0.06 0.00
0.05 -0.02 0.03
-0.02 0.00 -0.01
0.00 -0.01 0.00
0.00 0.00 0.00
0.01 0.01 -0.01
-0.01 0.01 -0.02
-0.02 -0.01 0.00
-0.01 0.00 -0.03
0.00 0.00 0.00
0.00 0.00 0.00

=====

(2)
A 4-piece molecular cluster, C31H67N6O2S2 overall at a distorted geometry. Source: the OMol25 dataset; level of theory: ωB97M-V/def2-TZVPD.

Calculated values
net charge	+1
2S+1	1
total energy	-67921.6196	eV
orbital gap	6.2	eV
highest occupied orbital energy	-9.494	eV

Last column: Mulliken charge in e.
Cartesian coordinates (Å):
O  -2.91499  4.12553  0.89068  -0.533
C  -3.62361  3.91992  -0.40973  0.294
C  -2.65486  4.28504  -1.68684  -0.860
C  -1.78395  3.01228  -2.26698  0.002
C  -2.72301  2.10140  -3.25416  -0.333
O  -2.30805  0.69991  -3.40106  -0.416
C  -2.21134  -0.00358  -2.11535  0.479
C  -3.55578  -0.81940  -1.65644  -0.754
C  -4.86999  -0.60046  -2.60862  -0.599
C  -5.87611  0.57441  -2.06394  0.081
S  -7.39764  -0.03528  -1.15892  -0.085
C  -8.83955  0.44542  -2.25427  0.013
S  -8.64843  0.19661  -3.94620  -0.115
N  -10.15821  1.03791  -1.80827  0.172
C  -10.40589  2.47405  -2.28457  -0.124
C  -11.91510  2.83390  -1.70712  -0.275
N  -12.36440  1.58602  -0.95369  -0.475
C  -11.31102  0.47859  -1.00302  -0.058
C  -1.74314  0.91997  -0.84405  -0.948
N  -1.05348  2.21541  -1.20970  0.126
H  -3.07890  3.26686  1.39867  0.351
H  -3.95003  2.79708  -0.46196  -0.383
H  -4.59138  4.61160  -0.44897  0.306
H  -3.28310  4.70404  -2.60872  0.382
H  -1.90412  5.11038  -1.33062  0.393
H  -0.93960  3.49166  -2.96123  0.345
H  -2.62796  2.58824  -4.34042  0.346
H  -3.83506  2.26501  -2.93039  0.048
H  -1.35747  -0.82667  -2.25450  0.386
H  -3.85781  -0.59822  -0.52327  0.293
H  -3.31119  -1.98454  -1.67748  0.426
H  -4.64513  -0.40809  -3.74038  0.269
H  -5.49247  -1.61738  -2.55450  0.359
H  -5.23656  1.22639  -1.29549  -0.571
H  -6.11913  1.30296  -2.97739  0.347
H  -9.70019  3.18397  -2.91883  0.296
H  -12.53654  3.81855  -1.85422  0.298
H  -11.36020  -0.60072  -0.52168  0.299
H  -0.93919  0.27644  -0.23995  0.356
H  -2.61068  1.12615  -0.05222  0.253
H  -0.08907  2.02100  -1.55836  0.382
H  -0.96403  2.77275  -0.31030  0.226
C  2.78185  -2.75648  1.42646  -1.204
C  3.10839  -1.72390  0.35116  -0.534
N  2.67403  -0.36804  0.69327  0.421
C  2.68101  0.55338  -0.44625  0.118
C  4.02568  0.85988  -1.09667  -1.298
C  3.18968  0.18390  1.94653  -0.322
C  4.70336  0.24280  2.12708  -0.935
H  1.72046  -2.72754  1.69433  0.328
H  3.00551  -3.76327  1.05466  0.249
H  3.37556  -2.60277  2.33274  0.318
H  2.58740  -2.04276  -0.56120  0.448
H  4.17996  -1.76331  0.12853  0.261
H  2.20623  1.49879  -0.15460  -0.206
H  2.02076  0.13901  -1.21925  0.253
H  4.63822  1.51130  -0.47016  0.158
H  3.86338  1.38985  -2.04145  0.471
H  4.59415  -0.04568  -1.32596  0.309
H  2.77579  -0.40412  2.77627  0.383
H  2.77902  1.18953  2.10234  -0.008
H  5.19285  -0.70248  1.87645  0.321
H  4.93901  0.46160  3.17413  0.387
H  5.15382  1.03781  1.52882  0.093
C  2.18185  -10.26586  0.56397  -1.397
C  2.50839  -9.23328  -0.51135  -0.357
N  2.07403  -7.87742  -0.16923  0.108
C  2.08101  -6.95599  -1.30875  -0.678
C  3.42568  -6.64949  -1.95917  -0.964
C  2.58968  -7.32547  1.08403  -0.663
C  4.10336  -7.26658  1.26458  -0.994
H  1.12046  -10.23691  0.83183  0.330
H  2.40551  -11.27265  0.19216  0.427
H  2.77556  -10.11215  1.47024  0.285
H  1.98740  -9.55213  -1.42370  0.436
H  3.57996  -9.27268  -0.73397  0.284
H  1.60623  -6.01059  -1.01710  0.338
H  1.42076  -7.37037  -2.08175  0.402
H  4.03822  -5.99808  -1.33266  0.171
H  3.26338  -6.11952  -2.90395  0.405
H  3.99415  -7.55506  -2.18846  0.293
H  2.17579  -7.91349  1.91377  0.358
H  2.17902  -6.31985  1.23984  0.287
H  4.59285  -8.21186  1.01395  0.333
H  4.33901  -7.04778  2.31163  0.378
H  4.55382  -6.47156  0.66632  0.217
C  5.38635  4.23037  2.26176  -1.543
C  3.95787  4.56823  1.84411  -0.270
N  3.01178  4.58464  2.96156  0.206
C  1.60832  4.57906  2.53983  -0.262
C  1.10582  5.78063  1.74681  -1.027
C  3.32803  5.48727  4.06902  -0.680
C  3.51917  6.96624  3.74748  -0.956
H  5.42158  3.29800  2.83498  0.264
H  6.01242  4.09931  1.37140  0.433
H  5.83456  5.02750  2.86271  0.402
H  3.64709  3.79556  1.12865  0.356
H  3.95804  5.51741  1.29781  0.273
H  0.96373  4.44042  3.41706  0.390
H  1.44282  3.68128  1.93011  -0.134
H  0.99002  6.66257  2.37992  0.284
H  0.11762  5.55745  1.33030  0.353
H  1.76216  6.03139  0.90889  0.260
H  4.24589  5.12811  4.55284  0.397
H  2.56219  5.39470  4.84948  0.366
H  4.18852  7.12776  2.89786  0.249
H  3.96317  7.47418  4.61037  0.384
H  2.56897  7.46404  3.54205  0.242

Atomic forces in eV per Å
-0.84 -2.37 -1.18
-0.57 0.13 -0.55
0.25 -0.23 0.28
-0.38 2.18 -2.39
-0.14 0.93 -0.72
-0.25 1.43 2.29
0.50 -1.10 0.85
-0.55 -1.01 -0.12
-1.15 -0.95 0.28
1.79 1.26 -1.09
-0.96 1.26 -0.66
-0.36 -0.29 -2.94
-0.35 0.67 3.39
-0.50 1.68 0.35
-4.92 -0.63 2.59
4.84 -5.23 -0.09
4.55 -0.82 -2.03
-0.92 5.92 -1.83
0.02 -2.11 1.56
-0.01 0.09 0.66
0.27 2.00 -0.74
0.36 2.14 -0.10
2.16 -1.54 0.16
1.36 -0.94 2.10
-1.48 -1.45 -0.72
-1.74 -1.13 1.65
-0.17 -1.19 2.47
1.91 -0.76 -0.41
-1.85 2.03 0.05
0.70 -0.30 -2.44
-0.39 2.60 -0.02
-0.09 -0.39 2.29
1.43 2.23 -0.22
-1.65 -1.34 -1.35
0.03 -1.70 2.16
-1.40 -2.31 1.56
1.36 -2.46 0.49
0.16 2.78 -1.28
-1.75 1.45 -1.26
1.81 -0.18 -2.10
-0.83 0.03 0.43
-0.04 -0.45 -1.27
0.07 0.01 0.09
-0.15 -0.04 0.13
-0.47 0.41 -0.33
-0.02 -0.38 0.12
0.16 0.28 -0.21
-0.10 -0.22 0.37
0.25 0.15 0.07
0.13 0.06 -0.02
0.01 0.18 0.04
-0.11 -0.04 -0.08
0.06 0.31 0.01
0.11 -0.08 -0.04
0.08 0.03 0.30
0.01 -0.25 0.00
-0.01 -0.13 -0.04
0.04 -0.05 0.05
-0.10 0.10 0.08
0.02 -0.03 -0.22
-0.03 -0.08 -0.26
-0.07 0.08 0.00
-0.05 -0.03 -0.12
0.03 -0.14 0.01
0.06 -0.01 0.09
-0.22 0.03 0.17
-0.21 0.38 -0.20
-0.21 -0.28 0.00
0.20 0.23 -0.17
-0.17 -0.35 0.21
0.28 0.17 0.11
0.15 0.07 -0.04
0.00 0.20 0.05
-0.10 -0.03 -0.06
0.06 0.34 0.05
0.15 -0.10 -0.04
0.06 -0.14 0.21
0.06 -0.13 0.15
0.04 -0.12 -0.04
0.01 -0.06 0.06
-0.06 0.09 0.06
0.03 -0.04 -0.20
-0.06 -0.12 -0.29
-0.07 0.09 -0.01
-0.03 -0.04 -0.09
0.04 -0.15 -0.01
0.06 0.07 0.05
0.05 -0.08 0.31
-0.50 -0.26 -0.08
0.26 -0.14 0.09
-0.22 0.21 -0.11
0.38 -0.13 0.20
-0.06 0.30 0.05
-0.07 0.15 -0.03
-0.11 0.07 0.13
-0.03 -0.13 -0.05
-0.26 0.07 0.13
0.07 0.10 -0.14
0.25 0.08 0.02
0.20 -0.08 -0.03
0.06 -0.05 -0.14
-0.01 0.02 0.04
0.00 0.00 0.11
-0.10 -0.04 -0.19
-0.05 -0.15 -0.30
-0.06 -0.04 0.06
-0.04 -0.08 -0.10
0.14 0.00 -0.07